{
  "formula": "C6H12O",
  "method": "ωB97M-V/def2-TZVPD",
  "elements": ["C", "C", "O", "C", "C", "C", "C", "H", "H", "H", "H", "H", "H", "H", "H", "H", "H", "H", "H"],
  "coordinates": [[-1.49, -0.28, 1.76], [-0.26, 0.08, 1.39], [0.21, 1.36, 1.48], [0.77, -0.84, 0.79], [1.45, -0.30, -0.48], [0.51, -0.19, -1.69], [-0.75, 0.65, -1.43], [-2.22, 0.44, 2.12], [-1.81, -1.31, 1.65], [-1.31, 0.26, -0.58], [-0.48, 1.91, 1.87], [1.54, -1.02, 1.56], [0.30, -1.80, 0.57], [1.90, 0.68, -0.26], [2.28, -0.97, -0.73], [0.21, -1.21, -1.98], [1.07, 0.23, -2.53], [-1.43, 0.62, -2.29], [-0.49, 1.69, -1.22]],
  "smiles": "C=C(O)CCCC",
  "relative_energy_kcal_mol": 18.8,
  "e_homo_ev": -8.704,
  "total_energy_ha": -311.0294
}